290
Properties=species:S:1:pos:R:3:forces:R:3 method="wB97M-V/def2-TZVPD" orbital_gap_ev=5.933 multiplicity=1 charge=+8 e_homo_ev=-18.426 energy_ha=-7568.35610
O 2.6015 -2.5956 5.6279 0.915 -0.096 -1.549
H -1.2589 -1.0741 -3.6198 0.508 -0.543 -0.498
C 10.2541 -10.2771 2.8284 -1.135 1.455 0.467
H 2.5343 0.0956 -0.9164 0.462 0.045 -1.317
C -2.1265 6.8962 2.9673 -0.504 -0.240 1.177
N -2.6233 3.0381 4.2202 -1.418 -0.157 -1.180
H 7.7632 2.6367 -6.1036 -0.047 0.241 0.365
H -0.4863 -3.5588 0.0117 -0.053 -0.107 0.566
C -0.8272 7.3457 2.9708 1.131 -0.204 -0.222
O 6.1086 -0.2615 1.2746 0.250 0.423 0.929
H -0.2744 1.3038 -8.6379 -0.003 0.105 0.010
H 8.4466 -5.1674 -0.2904 -0.389 -0.090 0.478
H 7.6319 -11.6237 4.3099 -0.462 0.551 -0.241
H -6.6434 -2.5403 -7.3350 0.417 0.142 -0.336
C 7.0567 -6.6021 2.9215 0.339 -0.689 -0.085
C 7.0569 -0.9434 -8.8262 0.734 1.821 -0.113
H -3.9461 2.4119 -5.0833 -0.523 0.316 0.265
H -9.9455 -1.2375 -8.0519 -0.114 -0.723 -0.749
C -1.1825 1.8366 -8.3976 -0.940 -0.050 0.061
H -2.2441 -1.5252 -14.5303 -0.382 1.059 -0.025
N -1.4102 0.9205 7.6072 -1.379 1.235 1.087
C -0.1940 0.6268 -0.8944 1.514 0.498 1.874
C 0.8209 0.6427 0.2609 0.883 -0.561 -0.560
H -1.4040 10.2399 1.3392 -0.157 -0.262 -0.016
H 3.8268 1.0696 3.7866 -0.092 0.091 0.514
H -6.5280 -3.9661 -3.1739 -0.074 -0.281 0.249
H -2.7814 0.6091 4.6156 -0.365 0.224 -0.127
N 6.3183 0.4569 2.2825 0.521 0.054 0.193
H 7.0580 1.6676 4.5612 -0.220 -0.054 0.525
C -4.3900 3.0502 1.1429 -0.581 1.749 -0.347
C -2.2278 0.3565 5.4981 0.269 -0.130 0.302
C -2.9429 0.0143 -12.4754 0.188 -0.321 -1.568
O 5.0105 -1.0277 -2.1864 0.182 1.949 1.045
N 5.5179 3.1220 -1.6027 1.198 0.746 0.239
H 0.2613 0.5071 -12.9318 0.324 0.116 -0.521
H 7.6213 -0.3851 -9.6047 -0.632 -0.313 0.557
H -4.1431 7.2765 2.3099 0.406 0.267 0.080
H -9.9785 1.2574 -7.9149 0.058 -0.046 0.235
H -11.3511 -1.2370 -1.5941 -0.445 0.042 0.279
C -0.0261 -0.1309 -2.0353 0.388 -1.494 -0.406
H 10.8803 -12.6382 4.0020 -0.950 0.685 -0.308
C 3.5692 0.0663 3.4735 -0.491 -0.646 -0.088
O 1.2582 3.4762 -0.7173 0.727 0.846 2.082
H -1.6615 0.1506 -15.1339 -0.304 0.187 -0.894
H 4.7623 -0.8229 7.6330 0.210 0.427 0.344
H -3.7819 2.2405 0.7870 0.247 -0.488 0.103
H -0.0443 -2.0635 6.6896 -0.885 1.368 0.202
C 6.9626 2.6737 -3.4322 1.225 0.211 1.800
C 6.0976 0.4349 6.5619 -0.462 0.754 2.447
H 4.0282 4.1607 4.1443 0.474 -0.970 -0.370
H -3.0037 4.0637 -5.0332 -0.553 -0.678 0.079
H 9.8020 -12.9911 2.6619 -0.130 -0.070 -0.857
H -8.1049 -2.8370 -9.3841 -1.090 -1.785 0.331
H 6.7809 -2.7941 1.7388 -0.454 0.587 0.533
H 1.3655 3.5523 4.5678 -0.274 0.128 -0.160
C -0.5398 -4.1941 0.9183 -0.502 0.767 -0.900
C -1.4478 -0.8080 5.4844 0.287 0.140 0.888
O -8.0637 -2.7615 -3.8024 0.889 0.537 -0.182
C -1.5073 1.8195 8.8285 0.877 -1.538 -1.007
N 2.1029 1.1526 6.4310 -0.044 1.704 -0.564
N -2.3544 0.1409 -2.4673 1.286 -0.011 0.938
C -1.3352 -1.6461 4.2770 0.894 -1.420 -0.751
O -3.8872 2.8689 4.4307 2.335 0.455 0.248
H 5.1031 2.8617 0.3777 0.320 0.779 0.323
H -0.6138 -1.1329 -14.4261 -0.181 0.689 -0.264
O -2.1676 2.5580 3.1210 0.195 0.850 1.892
H -9.7348 -3.1697 1.7992 -0.431 0.657 -0.998
H -9.9000 0.7285 -1.2436 -0.316 0.508 -0.231
H -9.4017 -3.2595 -7.4517 -0.186 0.042 -0.184
H -4.5270 3.2483 -7.2030 -0.690 0.413 0.382
O 4.6211 -2.4455 4.7416 -2.278 -0.541 0.008
C -9.4817 -0.7378 -7.2385 0.273 0.541 0.232
H 3.4171 7.1091 4.7347 -0.332 -0.393 -0.678
H -0.2293 -0.3551 8.6046 0.369 -0.089 -0.075
H -2.6473 -2.5916 1.2884 0.133 -0.237 0.006
H 6.6950 -1.7315 13.1398 1.387 -0.324 0.637
H -3.5803 9.9231 0.0361 0.011 -0.613 0.296
C -7.0996 -1.8875 -4.4714 -1.909 -0.330 1.141
C -2.2688 1.9407 -9.3153 1.048 0.777 1.762
C 1.3299 4.6118 4.3008 0.011 -1.876 0.193
C -1.9847 -2.5820 2.1443 1.758 -0.919 -0.205
O 2.9876 -3.3675 3.5486 0.595 1.477 2.530
C -3.1074 7.6222 2.3609 -0.541 -0.178 -0.603
C 3.6105 4.5385 5.0515 0.973 1.159 0.711
C -1.5885 9.2712 1.8012 0.493 0.788 -0.838
C -0.5747 8.5447 2.3532 0.470 0.507 -0.812
H -3.3918 1.4233 -1.2685 -1.322 0.348 0.194
O -5.7807 -0.8799 1.8748 0.751 0.274 -1.338
C 7.6016 1.8023 7.8389 -0.634 -1.030 1.423
H -12.4867 -3.1165 -0.6141 0.303 -0.198 0.600
H -4.1699 2.7388 -9.6582 -0.294 0.272 0.525
N -6.3899 1.8629 -4.1998 -0.523 -0.206 0.789
H -8.4953 1.1281 -6.9135 0.140 0.727 0.442
N 3.3891 -2.7852 4.6570 1.079 -1.050 -0.887
H -4.0973 3.3081 2.1969 -0.710 -0.424 -1.106
C 4.4819 2.5436 -2.2239 1.090 0.329 -0.104
N -2.6658 -0.8291 -6.1074 0.802 0.949 -0.620
H 6.0989 -1.2578 -9.1307 -0.613 -0.919 -1.059
C -3.0351 2.9695 -5.1791 3.212 -0.424 -1.320
C 1.3184 0.5775 2.6272 2.097 -0.190 0.035
H 11.2763 -10.5665 2.8080 0.587 -0.468 -0.373
O -7.4174 1.4467 -3.5585 1.344 0.259 -1.467
H 0.0696 1.6101 -10.8244 -0.518 -0.348 0.153
H 8.1639 -3.0608 0.7134 0.800 0.413 -0.158
H -2.2097 2.4722 -4.5710 -1.179 0.708 -0.798
H 7.5103 3.7126 -1.4735 -0.379 -0.822 -0.875
C -11.6747 -3.3773 0.0883 -0.245 0.366 -0.462
N -5.8138 2.6409 0.9930 -2.086 -1.856 1.950
H 8.9820 -7.4339 0.3053 0.225 -0.417 -0.181
C -3.6292 -0.3636 -2.9655 -0.383 0.264 -0.284
H 1.2021 0.7206 3.7125 -0.657 -0.006 -0.570
H -3.7377 -0.5041 -12.9898 0.006 -0.084 -0.046
C 6.5067 -0.8187 11.1590 0.725 0.221 -1.509
H 10.4710 -8.2542 1.9767 -0.380 -0.994 0.129
H -8.1646 -3.7230 -6.3432 0.172 0.175 0.372
C -0.8418 1.1249 -11.1940 -0.150 1.249 -1.246
H -2.7036 2.2077 6.5623 0.183 -1.065 0.239
H 8.2113 1.3214 -8.1094 -0.587 -0.308 0.706
H 3.6810 -3.1919 13.4669 0.983 0.762 0.053
O -2.6728 -1.8803 -5.3991 -0.195 1.444 -1.606
C 2.1791 0.3320 0.0454 -1.897 -0.302 -0.157
H 0.8803 -0.7220 -2.2713 -0.375 0.718 0.181
C 9.8033 -9.0383 2.3879 0.293 0.049 0.761
O 3.1799 1.8470 6.5084 -1.469 -1.535 -0.009
C -10.7351 -1.1354 -0.7114 -0.830 -2.219 -0.363
C 6.0145 0.3100 9.0030 0.933 0.829 -0.060
H 3.5632 2.5202 -1.6936 -0.804 0.104 0.369
C -9.9184 -0.0749 -0.5440 0.742 -0.862 0.719
N -10.7001 -2.2454 0.1185 0.287 0.811 0.254
C 7.1523 1.7639 -6.2457 -1.209 -0.910 0.336
C 6.0718 1.3547 -5.3708 1.122 -0.174 -1.542
H -1.1494 1.1336 9.6270 -0.693 1.131 -0.023
C -8.0425 1.0126 0.6334 -1.204 -1.788 1.956
O -6.1825 1.5546 -5.4100 -0.322 0.313 1.157
C -3.9209 9.5298 1.0046 0.143 0.543 0.726
H -6.2201 2.3995 3.0733 0.758 0.127 0.559
H -4.2447 10.4138 1.5889 0.453 -0.548 0.012
H 3.4632 -0.1058 9.8527 -0.011 -0.282 0.173
H -8.0042 -1.4119 1.9154 -0.224 -0.050 -0.134
O 0.1006 4.0424 1.0380 1.925 0.443 0.051
C -6.4149 2.4841 -0.1914 0.713 0.397 -0.299
C 5.2571 3.7440 -0.2692 -1.557 -1.300 -0.391
H 6.1374 -4.7135 3.1469 -0.189 0.742 0.295
C 5.5309 -0.0529 7.7955 -0.425 -1.254 -3.546
H 6.0198 4.4217 0.0410 0.789 0.031 0.085
H -0.7971 2.6112 8.6228 -0.058 0.339 0.392
C -2.2146 1.2089 6.5925 -0.226 0.595 -2.065
C -7.3944 -3.4456 -2.7520 -0.336 -0.038 0.412
H -0.6441 4.6500 3.4545 0.853 0.246 0.241
H 5.6695 0.2326 5.5708 0.551 -0.121 0.482
H 2.8274 -1.5488 11.8043 1.009 0.097 0.206
H -9.6507 -2.9663 -5.7496 -0.597 0.062 0.860
N -1.7311 -0.0167 -13.0915 -0.883 0.359 0.744
H 7.6782 -1.6934 -8.4154 0.499 -1.144 0.044
H 5.2776 -1.4732 -7.0266 0.161 -0.261 -0.744
C 0.1025 -3.2430 3.1081 -2.218 0.293 -1.018
C 4.2965 -2.2876 13.7368 -1.580 -0.440 0.203
C 5.7657 -0.5237 -6.8982 -1.928 0.657 2.686
C 5.8692 2.1040 -4.0832 1.683 -0.973 -1.227
C -0.7099 0.5936 -12.4968 -0.239 -0.485 1.974
C 8.3707 -6.8834 0.9886 0.212 -0.191 -0.090
H -7.8029 1.4709 -1.4363 0.157 0.474 0.371
H 3.8680 1.5881 -3.9714 -1.455 -0.858 -0.620
H -8.6933 -0.5803 -4.9340 -0.410 0.003 0.448
C -6.5350 2.1162 2.1002 0.542 1.078 -1.445
H -8.1113 -4.1686 -2.2807 0.729 0.662 -0.493
H 6.5741 -3.4375 0.0873 -0.277 0.044 -0.065
O -3.7921 -0.3193 1.1406 -1.454 -0.133 -0.442
C -0.7034 -0.1755 7.6558 0.693 -2.665 -0.194
C 0.2597 5.2205 3.7213 -1.413 1.031 -0.452
H 4.3595 5.2973 5.3969 -0.788 -0.715 0.046
N 2.6249 0.2255 2.3376 -1.019 0.212 0.112
O 1.2082 1.5307 5.5608 1.415 -0.995 1.529
N 6.7041 -0.0742 -7.6784 1.849 0.499 -0.754
N -2.6209 2.7544 -6.6921 1.070 -0.446 0.811
N -2.8074 8.7721 1.7270 -2.207 0.603 -0.206
H 4.0492 -0.1700 0.8994 0.953 -0.300 -0.017
C 3.8853 -1.2904 11.5986 -0.450 0.253 1.074
C -8.8224 -1.3236 1.2025 0.180 0.108 1.049
H 9.1880 -13.0518 4.2730 -0.259 0.098 0.253
N -5.0475 -0.5072 0.9144 1.233 -0.312 1.504
C -2.1116 1.3197 -10.6102 0.266 -1.639 -2.313
H -6.7809 -1.1427 -3.7399 0.639 -0.186 0.204
H 7.5432 -0.7245 10.8355 -0.070 -0.065 0.739
H 8.0098 2.6245 -3.7941 -0.996 0.150 -0.002
H -1.3337 -4.9315 0.7071 0.360 0.293 0.639
C -0.1600 -2.4127 4.1828 0.490 -0.168 0.290
H -8.4713 0.6587 -8.5909 -0.132 -0.060 0.104
H -8.3989 -1.1347 -9.5219 -0.352 0.186 0.349
O 1.8879 0.1995 7.1970 0.493 0.828 -0.708
C -9.0842 0.6770 -7.6862 0.109 -0.920 0.115
H 7.4229 3.1205 5.5361 0.144 -0.711 0.352
H 4.4895 -0.4278 3.1585 -0.521 -0.180 -0.071
H 0.6268 -2.4033 4.9528 -0.318 0.116 -0.566
C 8.1143 -10.8041 3.7790 1.066 0.089 -0.224
N -8.3434 -1.6223 -6.7021 -0.838 0.464 -0.267
C -7.5514 1.7155 -0.3950 0.814 0.083 -1.723
H -8.1903 1.0332 2.7820 -0.348 -0.546 0.904
O -5.4880 -0.3126 -0.2251 -0.246 -0.132 0.154
C 6.7879 3.1639 -2.1193 -1.361 0.341 -0.858
C 3.0360 0.0875 1.0700 -0.452 0.513 0.997
C -7.7587 -1.8958 -9.1061 2.477 1.353 -0.626
C 5.3526 0.1833 -5.7634 1.021 0.823 1.221
H -6.6479 -0.7779 -7.5435 0.251 0.324 -0.305
O 6.8798 -0.0451 3.3241 -1.101 0.937 -1.681
C 6.1112 -1.4379 12.3204 0.551 0.566 -0.329
H -3.1400 -1.1410 3.0946 0.317 -0.420 0.254
H -1.5178 1.8541 0.2135 -0.027 0.825 0.608
H -4.2888 3.9159 0.4423 0.249 -0.543 0.712
C -3.4045 2.6195 -8.8978 0.098 -1.069 -1.165
H 3.3878 3.7738 5.8247 -0.039 0.471 -0.753
O 3.1180 -0.7984 -3.2450 -0.292 0.769 -0.338
H -2.3999 6.0718 3.5982 -0.166 -0.575 -0.154
H -7.2384 -0.1945 -5.7235 0.530 0.566 0.007
C 8.0565 -5.6149 0.6317 0.178 1.065 0.394
H -12.0204 -3.4871 1.1327 -0.116 -0.140 -0.786
C 5.5671 -0.3725 10.2378 0.174 0.708 0.679
O -2.3704 0.3027 -5.5350 -0.526 -2.034 -0.546
H 4.3235 4.3101 -0.3616 0.055 -0.151 0.107
H -6.9000 -1.8526 -9.7907 0.235 0.213 0.278
H -3.4319 -1.1303 -3.7167 -0.295 -0.011 0.379
N 2.4320 5.2671 4.5794 0.316 2.183 0.033
C -2.2466 -1.7734 3.2041 -0.420 1.406 0.790
H -5.9188 2.8740 -1.0645 0.251 0.163 -0.186
C -1.6007 -0.6334 -14.4174 1.355 -1.930 0.694
N 7.3645 -4.8032 1.4896 0.726 0.293 -2.576
H -4.1948 -0.6244 -2.0680 -0.018 -0.552 -0.290
C -1.3810 1.2858 -0.6661 0.204 -0.366 0.139
O -1.8968 3.6795 5.0306 -0.990 -0.999 -1.075
C 7.4399 1.0269 -7.3683 -0.204 0.237 -0.689
H -2.5441 2.1628 8.8550 0.387 -0.078 0.559
H 6.5448 -9.3647 3.4022 1.117 -0.088 0.500
H -0.7546 2.1241 -6.2094 0.011 -0.046 -1.394
C 7.5604 2.0233 5.4699 0.405 0.394 -1.614
H 0.9463 -3.8672 2.9687 0.907 -0.174 0.392
H -10.2333 -0.7750 -6.4626 -0.064 0.418 0.402
H 8.6000 1.7656 5.2754 0.173 0.240 0.313
C 4.2077 -0.5196 10.5308 0.254 -0.336 -0.898
C 7.1934 -3.4044 0.9729 -0.387 -0.905 0.417
H 0.4301 -4.6515 1.0110 0.156 -0.312 0.297
H 1.5550 8.3851 3.6064 0.171 -0.553 0.675
C 8.4731 -8.7300 2.6772 -0.513 1.538 -0.762
N 4.2153 -1.3917 -3.0656 -0.054 0.627 2.637
C -3.1799 0.7011 -11.3442 0.979 0.534 1.942
H 6.5232 -6.9763 3.7463 -0.277 -0.388 1.172
C 6.8253 -5.2982 2.5790 -0.555 -0.208 0.010
C 0.4284 0.7825 1.6034 -0.592 0.347 -0.469
C 4.6642 2.0348 -3.4799 -0.451 0.521 1.049
H -7.0123 -2.7194 -1.9961 -0.289 -0.408 -0.264
H 3.0581 -0.5698 4.2303 0.468 0.913 -0.332
H 8.4815 2.4873 7.8748 -1.091 -0.551 -0.442
H -4.7938 8.8773 0.9412 0.361 0.002 -0.295
N 4.8517 -1.6501 12.5251 -4.124 -0.504 -0.850
H -0.5834 1.0955 1.8261 0.011 -0.104 0.337
C -7.6505 1.3507 1.9360 1.019 0.807 -1.063
C 1.4814 7.3207 3.8574 -0.960 0.283 -1.189
O 1.9863 5.1647 0.5356 -1.300 -2.024 0.574
N 9.3970 -11.0933 3.4814 0.645 -0.953 -0.539
H -4.1558 0.5736 -10.9283 -0.476 0.382 0.259
N -0.8109 -3.3320 2.1024 -1.086 0.547 0.043
C 9.8370 -12.5013 3.6089 1.248 -0.701 1.316
H -11.1632 -4.2823 -0.2721 -0.187 0.346 0.243
C -2.4469 1.0108 -1.4433 0.589 -0.451 -1.098
C -0.6792 -1.1356 6.6243 -0.237 0.756 0.002
H -6.2951 -2.4936 -4.8536 0.513 -0.021 -0.320
O -2.8668 -0.8085 -7.3699 0.072 -0.521 2.588
C -8.9292 -2.9740 -6.5213 0.462 -0.437 -1.072
C 0.3276 6.6008 3.5338 -0.757 -0.348 -0.175
H 5.0875 -2.5522 14.4142 0.228 -0.068 0.274
N 1.1620 4.2064 0.3585 -1.181 0.430 -2.681
C 2.5224 6.6180 4.3196 1.839 -0.833 2.039
C -7.2147 -1.6812 -7.6835 -1.238 -0.990 -0.588
O -5.5553 2.5728 -3.5913 -0.357 -0.354 -0.223
C -1.3898 2.2483 -7.1143 -1.208 0.518 2.660
C 7.9243 -7.4005 2.2000 0.609 -0.408 -0.008
C -1.1493 -0.4222 -2.7838 -1.699 1.128 0.266
H 4.6198 -0.2892 -5.0809 0.301 0.442 -0.685
C -3.5821 2.9285 -7.5605 -0.113 0.015 -1.104
H -4.1606 0.4719 -3.4113 -0.026 0.077 -0.292
O 4.5020 -2.3870 -3.6393 0.049 -2.996 -3.201
O 5.9518 1.6781 2.2580 0.453 -1.443 0.434
C -9.7771 -2.3081 1.0892 0.558 -0.575 0.323
H 3.5582 -1.5963 14.2074 0.902 -0.300 -0.217
C 7.6414 -9.5688 3.3808 -1.740 -0.911 -0.178
N 7.0994 1.3298 6.6714 -0.431 0.612 -1.038
C -7.8436 -1.0188 -5.4224 -0.395 -0.267 -0.755
H 0.4167 8.8852 2.1032 0.131 0.182 0.477
H 7.3657 1.6704 9.9635 0.104 -0.016 -0.392
C 7.0166 1.3077 8.9933 0.781 0.188 0.973
C -8.9595 -0.1784 0.4670 0.500 2.215 -1.047